Record 1
Below is a structure of composition C22H39BrFIO10S in a non-equilibrium geometry, with properties calculated with wB97M-V/def2-TZVPD.

LUMO energy in eV: -0.7
Frontier orbital gap in eV: 7.6864
HOMO energy in eV: -8.426

ORCA input file:
```
! wB97M-V def2-TZVPD RIJCOSX def2/J DEFGRID3
* xyz 0 1
C -2.08 5.29 -3.17
C -1.76 3.88 -2.43
O -2.00 4.03 -1.01
C -2.65 2.88 -0.43
C -1.61 1.91 0.38
O -2.01 0.57 0.11
C -0.97 -0.46 0.37
C -0.06 0.02 1.59
C 0.90 -1.11 2.26
C 2.25 -0.32 2.72
O 1.84 0.89 3.45
C 2.92 1.81 3.53
C 3.64 2.47 2.26
O 3.33 2.13 4.68
C -0.23 -0.58 -1.05
C 1.32 -0.96 -1.02
O 1.62 -2.37 -1.13
C 2.94 -2.69 -0.61
O 4.01 -2.44 -1.53
C 4.63 -1.15 -1.34
C 5.45 -0.98 0.02
O 6.88 -0.78 -0.17
C -0.97 -1.48 -2.16
C -0.45 -0.92 -3.60
C -1.70 -0.24 -4.39
F 0.00 -2.00 -4.46
O -2.42 -1.36 -2.20
S -3.14 -1.80 -0.73
O -4.39 -0.99 -0.65
O -3.53 -3.26 -0.89
C -1.97 -1.72 0.71
I -0.94 -3.68 0.64
C -2.63 -1.66 2.18
Br -1.87 -3.14 3.34
C -4.21 -1.91 2.27
C -4.66 -2.09 3.82
H -2.97 5.78 -2.63
H -1.12 5.91 -3.11
H -2.33 5.07 -4.27
H -0.64 3.63 -2.59
H -2.42 3.11 -2.94
H -3.41 3.24 0.34
H -3.20 2.21 -1.17
H -0.57 2.18 -0.05
H -1.71 2.23 1.48
H -0.64 0.46 2.48
H 0.71 0.77 1.16
H 0.49 -1.53 3.24
H 1.27 -1.90 1.53
H 2.90 -0.09 1.81
H 2.77 -0.99 3.50
H 3.98 3.54 2.44
H 2.93 2.49 1.35
H 4.54 1.82 1.95
H -0.25 0.49 -1.50
H 1.93 -0.50 -0.17
H 1.77 -0.49 -1.99
H 2.92 -3.83 -0.44
H 3.07 -2.22 0.42
H 3.92 -0.25 -1.45
H 5.40 -1.03 -2.20
H 5.05 -0.01 0.53
H 5.29 -1.82 0.78
H 7.22 -0.65 0.75
H -0.70 -2.59 -2.15
H 0.32 -0.09 -3.50
H -1.30 0.27 -5.35
H -2.47 -1.00 -4.73
H -2.15 0.63 -3.77
H -2.41 -0.71 2.78
H -4.71 -0.92 1.93
H -4.61 -2.72 1.59
H -5.68 -1.58 3.94
H -4.71 -3.21 4.09
H -3.96 -1.52 4.54
*
```

Atom-resolved charges from Mulliken, all expressed in e: C -1.031; C 0.031; O -0.404; C -0.636; C -0.024; O -0.190; C 1.073; C -1.382; C -0.222; C -0.301; O -0.265; C 0.548; C -0.609; O -0.563; C 0.501; C -0.299; O -0.302; C -0.166; O -0.387; C -0.098; C 0.219; O -0.567; C 0.219; C 0.186; C -1.067; F -0.422; O -0.348; S 1.399; O -0.650; O -0.711; C -1.314; I 0.232; C -0.173; Br -0.132; C -0.359; C -1.080; H 0.268; H 0.275; H 0.312; H 0.174; H 0.129; H 0.305; H 0.288; H 0.087; H 0.186; H 0.465; H 0.155; H 0.404; H 0.013; H -0.048; H 0.474; H 0.330; H 0.195; H 0.080; H 0.114; H 0.162; H 0.352; H 0.262; H 0.106; H 0.054; H 0.426; H -0.252; H 0.233; H 0.338; H 0.422; H 0.244; H 0.409; H 0.316; H 0.123; H 0.398; H 0.208; H 0.342; H 0.376; H 0.292; H 0.277

Record 2
Below is a cluster of 9 separate species, C22H39Cl16FN in total in a non-equilibrium geometry, with properties calculated with wB97M-V/def2-TZVPD.

LUMO energy in eV: -3.4
Frontier orbital gap in eV: 8.5911
HOMO energy in eV: -12.014

ORCA input file:
```
! wB97M-V def2-TZVPD RIJCOSX def2/J DEFGRID3
* xyz 1 1
C 1.73 0.28 -0.47
C 0.18 0.58 -0.51
N -0.75 -0.40 -0.72
C -2.11 -0.14 -0.72
C -2.61 1.21 -0.55
C -1.64 2.29 -0.34
C -0.21 1.98 -0.33
F 0.74 2.93 -0.17
H 1.99 0.20 0.64
H 2.32 1.16 -0.84
H 2.00 -0.68 -0.98
H -0.47 -1.37 -0.87
H -2.83 -0.97 -0.86
H -3.70 1.49 -0.56
H -1.94 3.36 -0.20
Cl 3.67 2.93 3.63
C 4.32 4.23 2.60
C 3.83 4.12 1.17
Cl 4.50 2.70 0.34
H 5.41 4.19 2.65
H 3.99 5.18 3.03
H 4.15 5.00 0.61
H 2.74 4.06 1.12
Cl -0.70 -2.95 1.94
C -1.37 -4.54 1.50
C -0.97 -4.94 0.10
Cl -1.73 -3.90 -1.12
H -2.45 -4.49 1.61
H -0.98 -5.27 2.21
H -1.29 -5.97 -0.10
H 0.11 -4.89 -0.04
Cl -1.98 -1.25 -4.14
C -0.96 -1.90 -5.44
C -0.01 -2.96 -4.94
Cl 1.25 -2.28 -3.86
H -0.43 -1.07 -5.90
H -1.63 -2.34 -6.19
H 0.51 -3.43 -5.78
H -0.53 -3.74 -4.39
Cl 0.02 0.40 3.84
C 0.97 0.73 5.32
C 1.67 -0.50 5.84
Cl 0.52 -1.71 6.48
H 0.29 1.15 6.06
H 1.70 1.49 5.06
H 2.33 -0.23 6.66
H 2.26 -0.98 5.06
Cl -4.15 1.84 -3.91
C -5.81 2.41 -3.69
C -5.86 3.62 -2.78
Cl -5.42 3.22 -1.10
H -6.40 1.58 -3.29
H -6.20 2.66 -4.67
H -6.88 4.02 -2.76
H -5.19 4.40 -3.13
Cl 3.40 -0.79 2.71
C 3.31 -2.40 1.94
C 4.50 -3.26 2.29
Cl 6.00 -2.66 1.55
H 3.22 -2.25 0.86
H 2.39 -2.87 2.29
H 4.34 -4.27 1.90
H 4.64 -3.33 3.36
Cl 0.92 1.63 9.30
C 0.79 3.40 9.21
C 0.10 3.86 7.95
Cl 1.09 3.55 6.50
H 1.79 3.82 9.29
H 0.21 3.72 10.08
H -0.08 4.93 7.99
H -0.86 3.36 7.81
Cl -1.91 -3.82 -8.18
C -2.15 -2.70 -9.55
C -0.86 -2.03 -9.98
Cl -0.26 -0.88 -8.76
H -2.91 -1.97 -9.26
H -2.55 -3.29 -10.37
H -1.03 -1.46 -10.89
H -0.08 -2.76 -10.17
*
```

Atom-resolved charges from Mulliken, all expressed in e: C -0.669; C 0.560; N 0.465; C -0.394; C -0.526; C -0.231; C 0.275; F -0.198; H -0.040; H 0.253; H 0.266; H 0.079; H 0.406; H 0.150; H 0.434; Cl -0.105; C -0.528; C -0.337; Cl -0.171; H 0.349; H 0.292; H 0.342; H 0.189; Cl -0.061; C -0.594; C -0.498; Cl -0.134; H 0.349; H 0.324; H 0.384; H 0.267; Cl -0.170; C -0.129; C -0.466; Cl -0.180; H 0.230; H 0.013; H 0.357; H 0.307; Cl -0.132; C 0.066; C -0.084; Cl -0.225; H 0.393; H -0.343; H 0.327; H -0.050; Cl -0.133; C -0.519; C -0.400; Cl -0.179; H 0.299; H 0.357; H 0.328; H 0.314; Cl -0.085; C -0.308; C -0.511; Cl -0.187; H 0.269; H 0.131; H 0.366; H 0.335; Cl -0.165; C -0.393; C -0.581; Cl -0.094; H 0.304; H 0.311; H 0.359; H 0.318; Cl -0.183; C -0.473; C -0.427; Cl -0.166; H 0.320; H 0.347; H 0.325; H 0.310

Record 3
Below is a structure of composition C22H39Cl2HgN4O4 in a non-equilibrium geometry, with properties calculated with wB97M-V/def2-TZVPD.

LUMO energy in eV: 2.2
Frontier orbital gap in eV: 5.4759
HOMO energy in eV: -3.233

ORCA input file:
```
! wB97M-V def2-TZVPD RIJCOSX def2/J DEFGRID3
* xyz -1 1
O 2.93 0.51 -3.15
C 1.94 1.28 -3.29
C 1.81 2.53 -2.45
C 1.28 2.48 -1.16
H 0.92 1.52 -0.77
C 1.21 3.64 -0.37
H 0.76 3.56 0.62
C 1.72 4.84 -0.87
H 1.66 5.75 -0.25
C 2.30 4.88 -2.15
H 2.71 5.82 -2.54
C 2.37 3.73 -2.93
H 2.84 3.72 -3.92
H 1.50 1.44 -4.34
C 0.17 -0.86 -3.76
C 0.09 0.44 -3.09
H -0.09 -0.82 -4.84
H -0.50 -1.58 -3.26
H 1.19 -1.26 -3.70
C -0.91 1.34 -3.08
C -2.25 1.11 -3.74
H -0.78 2.31 -2.60
H -2.18 1.28 -4.83
H -2.97 1.83 -3.33
H -2.65 0.09 -3.56
Hg -1.45 -0.34 -0.88
Cl -2.24 1.79 -0.20
Cl -1.62 -2.68 -1.19
C -3.10 -1.17 2.02
O -1.89 -1.00 1.79
N -3.58 -2.20 2.75
C -2.73 -3.31 3.17
C -5.01 -2.36 2.93
H -3.88 -0.48 1.65
H -1.68 -3.00 3.18
H -2.85 -4.17 2.49
H -3.05 -3.62 4.16
H -5.49 -1.39 2.77
H -5.21 -2.71 3.95
H -5.42 -3.09 2.22
H 2.44 -3.69 -0.27
H 5.14 -2.13 -1.14
C 2.26 -3.22 -1.25
C 4.38 -2.08 -1.94
N 3.04 -1.99 -1.39
H 1.19 -3.00 -1.35
C 2.56 -0.82 -0.92
O 1.37 -0.62 -0.62
H 4.58 -1.19 -2.55
H 3.33 -0.02 -0.83
H 2.58 -3.91 -2.03
H 4.46 -2.99 -2.55
C 1.57 -1.17 2.65
N 0.72 -0.45 3.58
C 1.33 -0.32 4.90
C 0.07 0.70 3.08
O 0.39 1.27 2.04
N -0.96 1.14 3.89
C -1.63 0.27 4.84
C -1.71 2.29 3.43
H 1.76 -2.18 3.07
H 2.54 -0.65 2.51
H 1.06 -1.25 1.68
H 0.59 0.06 5.61
H 1.66 -1.31 5.23
H 2.21 0.36 4.89
H -1.61 0.73 5.84
H -2.69 0.11 4.57
H -1.11 -0.69 4.87
H -0.99 3.05 3.06
H -2.40 2.02 2.60
H -2.27 2.67 4.30
*
```

Atom-resolved charges from Mulliken, all expressed in e: O -0.691; C -0.790; C 0.645; C 0.392; H 0.222; C -0.743; H 0.377; C -0.492; H 0.367; C -0.495; H 0.302; C -0.485; H 0.399; H 0.307; C -0.943; C 0.453; H 0.306; H 0.203; H 0.212; C -0.404; C -1.204; H 0.344; H 0.351; H 0.318; H 0.225; Hg 1.198; Cl -0.631; Cl -0.660; C -0.130; O -0.527; N 0.320; C -0.883; C -0.928; H 0.305; H 0.130; H 0.308; H 0.361; H 0.310; H 0.293; H 0.320; H 0.254; H 0.276; C -0.777; C -0.862; N 0.441; H 0.117; C -0.710; O -0.053; H 0.316; H 0.424; H 0.360; H 0.275; C -0.900; N 0.469; C -1.212; C 0.209; O -0.506; N 0.251; C -1.258; C -0.879; H 0.355; H 0.328; H 0.037; H 0.422; H 0.363; H 0.342; H 0.321; H 0.430; H 0.418; H 0.250; H 0.168; H 0.365

Record 4
Below is a structure of composition C22H39F4N3O20S4Y in a non-equilibrium geometry, with properties calculated with wB97M-V/def2-TZVPD.

LUMO energy (alpha / beta) in eV: -1.8 / -1.7
Frontier orbital gap (alpha / beta) in eV: 4.9848 / 8.6124
HOMO energy (alpha / beta) in eV: -6.807 / -10.316
<S²>: 0.751

ORCA input file:
```
! wB97M-V def2-TZVPD RIJCOSX def2/J DEFGRID3
* xyz 0 2
Y 2.69 -2.89 -0.31
N 0.76 -1.93 -0.76
S -0.69 -2.49 -0.35
O -1.38 -3.32 -1.33
O -1.49 -1.69 0.62
F -0.09 -3.61 0.67
S -0.01 -0.52 -1.41
O -0.16 0.60 -0.53
O -1.05 -0.71 -2.43
F 1.17 0.07 -2.32
N 4.14 -3.12 -1.97
S 3.90 -2.94 -3.65
O 3.46 -4.18 -4.28
O 4.67 -1.97 -4.43
F 2.53 -2.14 -3.33
S 5.57 -3.65 -2.30
O 6.55 -2.58 -2.52
O 5.76 -5.00 -2.83
F 5.84 -3.97 -0.75
O 3.40 -0.50 -0.29
C 3.90 0.63 -0.32
O 4.51 1.23 -1.37
C 4.40 0.66 -2.66
C 5.07 1.54 -3.75
C 3.82 1.49 0.90
H 3.35 0.54 -2.94
H 4.87 -0.32 -2.51
H 4.95 0.96 -4.66
H 6.13 1.74 -3.63
H 4.59 2.52 -3.77
H 3.68 0.88 1.80
H 2.94 2.14 0.92
H 4.71 2.10 1.00
O 1.83 -2.00 1.81
C 1.35 -1.55 2.85
O 0.84 -2.19 3.91
C 0.90 -3.61 3.92
C 0.15 -4.09 5.15
C 1.12 -0.04 3.00
H 1.90 -3.98 3.72
H 0.23 -3.91 3.11
H 0.70 -3.95 6.08
H 0.15 -5.18 5.07
H -0.85 -3.68 5.27
H 0.06 0.20 3.13
H 1.45 0.37 2.05
H 1.60 0.42 3.87
O -1.21 3.08 -1.53
C -0.39 3.08 -2.45
O 0.92 3.44 -2.37
C 1.44 3.58 -1.09
C 2.59 4.61 -1.22
C -0.75 2.49 -3.81
H 1.82 2.64 -0.70
H 0.65 3.92 -0.42
H 3.38 4.30 -1.90
H 3.07 4.70 -0.24
H 2.27 5.63 -1.41
H -1.23 1.54 -3.60
H 0.09 2.48 -4.50
H -1.51 3.11 -4.29
C -5.77 1.18 -1.02
C -4.54 0.44 -1.56
C -4.71 -0.41 -2.83
C -5.22 0.31 -4.03
N -5.53 0.88 -4.95
H -6.38 1.65 -1.78
H -5.51 2.05 -0.42
H -6.42 0.56 -0.40
H -4.22 -0.23 -0.77
H -3.70 1.13 -1.71
H -5.46 -1.15 -2.56
H -3.74 -0.86 -3.05
C -3.32 -1.95 3.46
C -4.45 -1.61 2.45
O -5.46 -1.04 3.28
C -5.00 -0.93 4.51
O -5.64 -0.44 5.48
O -3.79 -1.45 4.65
H -2.43 -1.40 3.15
H -3.10 -3.01 3.50
H -4.82 -2.45 1.85
H -4.19 -0.84 1.73
C -2.82 2.18 1.52
C -1.61 3.04 1.83
O -1.24 2.82 3.19
C -2.07 2.03 3.78
O -2.15 1.71 4.95
O -2.97 1.63 2.83
H -2.59 1.39 0.81
H -3.57 2.93 1.27
H -1.87 4.08 1.68
H -0.74 2.76 1.23
*
```

Atom-resolved charges from Mulliken, all expressed in e: Y 1.403; N 0.355; S 0.487; O -0.584; O -0.181; F -0.341; S 0.245; O -0.030; O -0.580; F -0.336; N -0.096; S 0.844; O -0.516; O -0.476; F -0.135; S 0.871; O -0.554; O -0.528; F -0.340; O 0.017; C 0.604; O -0.326; C 0.824; C -1.502; C -1.032; H -0.037; H -0.046; H 0.380; H 0.385; H 0.296; H 0.382; H 0.184; H 0.377; O -0.232; C 0.321; O -0.247; C 0.032; C -1.324; C 0.289; H 0.348; H 0.103; H 0.366; H 0.432; H 0.222; H -0.320; H -0.405; H 0.532; O -0.578; C 0.748; O -0.373; C 0.383; C -1.450; C -0.833; H -0.217; H 0.349; H 0.212; H 0.404; H 0.420; H 0.057; H 0.270; H 0.428; C -1.348; C 0.789; C -0.247; C 0.095; N -0.433; H 0.445; H 0.268; H 0.320; H -0.128; H -0.161; H 0.358; H 0.127; C 0.362; C 0.166; O -0.378; C 0.636; O -0.631; O -0.367; H -0.266; H 0.285; H 0.375; H -0.215; C 0.383; C 0.302; O -0.409; C 0.680; O -0.583; O -0.331; H -0.211; H 0.266; H 0.329; H -0.429